This record from OMol25 describes C26H36MnN6SSi as an isolated structure at a distorted geometry. The level of theory is ωB97M-V/def2-TZVPD.

Structure (XYZ):
```
71
C26H36MnN6SSi (ωB97M-V/def2-TZVPD)
Mn -0.13519 -0.76149 0.28901
C -1.20214 -5.34243 1.29241
C -0.90083 -3.97919 1.89442
N -0.36725 -3.09122 0.83558
C -1.16630 -3.06515 -0.34464
N -0.96694 -1.96508 -1.02777
C -1.61724 -1.79124 -2.33357
C -1.92148 -3.14776 -2.94477
C -2.71369 -3.97561 -1.94887
N -1.97853 -4.04914 -0.67336
C -2.26502 -5.18786 0.21868
H -1.55734 -6.03079 2.05727
H -0.29020 -5.76553 0.86375
H -0.16904 -4.04136 2.69630
H -1.81301 -3.53191 2.29409
H 0.56501 -3.40742 0.56305
H -0.95762 -1.21320 -2.97157
H -2.53186 -1.21085 -2.20660
H -0.99105 -3.66437 -3.19399
H -2.49084 -3.02279 -3.86345
H -2.85330 -4.99418 -2.30220
H -3.70125 -3.54037 -1.78063
H -2.32981 -6.08404 -0.39617
H -3.24572 -5.03016 0.67341
C 0.33967 1.58483 2.33205
C 0.45209 1.90577 3.85315
N 0.34539 0.67840 4.63196
C 1.44820 -0.20868 4.30689
C 1.42120 -0.54502 2.78217
N 0.23223 0.10315 2.15371
C -1.00502 -0.36608 2.85602
C -0.92372 0.03100 4.36686
H 1.20989 1.93547 1.78169
H -0.54197 2.04526 1.89898
H -0.34439 2.58604 4.15055
H 1.40213 2.38674 4.07763
H 1.37315 -1.11512 4.90584
H 2.38347 0.28667 4.56002
H 1.36544 -1.62186 2.61070
H 2.30901 -0.16210 2.28478
H -1.06670 -1.44924 2.75612
H -1.86975 0.09442 2.37723
H -1.01440 -0.85335 4.99580
H -1.73110 0.71375 4.62550
S -1.38338 0.96292 -0.42686
C -0.68288 2.18559 -1.33534
N -0.25956 3.04494 -1.98044
C 2.78940 2.08358 -4.87472
C 1.74908 1.16188 -4.83662
C 1.39216 0.57856 -3.63513
C 2.06808 0.90929 -2.45794
C 3.10059 1.84994 -2.50364
C 3.46450 2.42359 -3.71188
Si 1.76879 0.14993 -0.81627
C 2.34672 -1.62157 -0.56878
C 3.42104 -1.81875 0.31126
C 4.13951 -3.00581 0.29098
C 3.78480 -4.01652 -0.59148
C 2.71291 -3.84106 -1.46392
C 2.00378 -2.65157 -1.45786
H 3.06826 2.54424 -5.81333
H 1.21593 0.90400 -5.74253
H 0.56751 -0.12318 -3.61744
H 3.62218 2.13856 -1.59725
H 4.27072 3.14443 -3.73948
H 2.41547 0.99460 0.21104
H 3.72411 -1.03021 0.99047
H 4.98674 -3.13369 0.95324
H 4.35540 -4.93645 -0.61559
H 2.45326 -4.62194 -2.16771
H 1.20346 -2.51032 -2.17544
```

The multiplicity is 4. The total energy comes out at -86505.3860 eV. Its HOMO-LUMO gap (alpha / beta) is 6.367 / 7.534 eV. The calculation puts the energy above the lowest of the compared OMol25 structures with the same formula, charge and spin at 28.3 kcal per mole. As for the LUMO energy (alpha / beta): -7.7 / -6.5 eV. The expectation value of S² is 3.955. Its net charge is +2.

=====

This record from OMol25 describes an isolated molecule of C26H36N2O2. The level of theory is ωB97M-V/def2-TZVPD.

Structure (XYZ):
```
66
C26H36N2O2 (ωB97M-V/def2-TZVPD)
C -0.18203 2.98890 -4.67219
N 0.53539 1.91290 -5.32044
C 1.02127 2.32257 -6.62280
C 1.60231 1.37695 -4.49537
C 1.05620 0.48065 -3.36376
C 2.14253 -0.52909 -2.94817
C 1.65526 -1.63424 -2.00957
C 1.52501 -1.18714 -0.55619
C 0.87081 -2.25610 0.31442
C 0.60765 -1.76152 1.73874
C -0.64184 -0.85133 1.80853
N -0.53945 0.12541 2.87435
C 0.19803 1.30181 2.46457
C -1.81872 0.47686 3.44792
C 0.37400 -2.92507 2.68702
O 0.26678 -4.06710 2.29504
C 0.17931 -2.57423 4.11595
C -0.69721 -3.36652 4.85713
C -0.96463 -3.07401 6.18012
C -0.34430 -1.99317 6.78577
C 0.54939 -1.21801 6.06567
C 0.81050 -1.49985 4.73713
C 0.68778 1.36383 -2.18591
O 1.49835 2.13685 -1.71770
C -0.69571 1.29823 -1.62906
C -1.12296 2.38256 -0.85992
C -2.38125 2.39514 -0.29016
C -3.22943 1.31367 -0.46661
C -2.81181 0.22610 -1.21664
C -1.55784 0.21672 -1.80027
H -0.95532 3.35764 -5.34467
H 0.47349 3.82830 -4.39224
H -0.66415 2.61428 -3.77090
H 1.48282 1.47054 -7.11988
H 0.17783 2.65717 -7.22507
H 1.75708 3.13946 -6.56731
H 2.23704 0.76648 -5.14154
H 2.22804 2.16909 -4.05063
H 0.18722 -0.04804 -3.75709
H 2.96277 0.01721 -2.47774
H 2.52769 -0.99625 -3.85744
H 0.69478 -2.01493 -2.36463
H 2.36347 -2.46506 -2.05371
H 0.93536 -0.27163 -0.50884
H 2.51778 -0.95305 -0.16429
H -0.07541 -2.57211 -0.13027
H 1.51467 -3.13655 0.36132
H 1.47393 -1.19375 2.08479
H -0.78663 -0.36295 0.83334
H -1.51902 -1.47895 1.98741
H 0.38462 1.92606 3.33753
H 1.15453 1.00784 2.03709
H -0.34338 1.89597 1.71286
H -1.65445 1.16148 4.27897
H -2.29712 -0.42190 3.83467
H -2.49422 0.95972 2.72420
H -1.16976 -4.20675 4.36953
H -1.65444 -3.68768 6.74087
H -0.55059 -1.76145 7.82064
H 1.04596 -0.38630 6.54369
H 1.52531 -0.89847 4.20130
H -0.44457 3.21284 -0.72633
H -2.69986 3.24485 0.29605
H -4.21181 1.31564 -0.01775
H -3.46737 -0.62237 -1.34581
H -1.24969 -0.64819 -2.36572
```

The multiplicity is 1. The total energy comes out at -34621.1980 eV. Its HOMO-LUMO gap is 8.396 eV. Its SMILES is CN(C)C[C@@H](CCCC[C@@H](CN(C)C)C(=O)c1ccccc1)C(=O)c1ccccc1. The calculation puts the energy above the lowest of the compared OMol25 structures with the same formula, charge and spin at 33.9 kcal per mole. As for the LUMO energy: 0.2 eV. Its net charge is 0.

=====

This record from OMol25 describes C26H36N7O2Rb as an isolated structure at a distorted geometry. The level of theory is ωB97M-V/def2-TZVPD.

Structure (XYZ):
```
72
C26H36N7O2Rb (ωB97M-V/def2-TZVPD)
Rb 1.87281 -0.90241 -0.94116
C 5.28996 -0.52580 1.10644
C 5.10506 0.71850 0.22596
N 3.73145 0.99769 -0.15163
C 3.02744 2.01652 0.62180
C 2.15730 1.44978 1.74342
N 1.08728 0.62841 1.19585
C 0.12235 0.14623 2.17123
C 0.54481 -1.17140 2.83586
C 0.15851 -2.44477 2.07360
N 0.99999 -2.76051 0.92493
C 2.06430 -3.73724 1.13824
C 3.44283 -3.11951 1.37984
N 3.97165 -2.46515 0.18542
C 5.29618 -1.87912 0.38234
H 4.52209 -0.52716 1.88075
H 6.24414 -0.42774 1.62711
H 5.69352 0.58897 -0.68846
H 5.53530 1.58585 0.74889
H 3.64657 1.20970 -1.13598
H 2.37791 2.57145 -0.06078
H 3.73475 2.73654 1.06351
H 1.76371 2.29017 2.34465
H 2.76857 0.84185 2.41691
H 0.62044 1.15336 0.46085
H -0.82870 -0.01085 1.65569
H -0.05223 0.90179 2.95595
H 0.08529 -1.22537 3.82460
H 1.62344 -1.15764 3.00032
H -0.86561 -2.32453 1.70682
H 0.14274 -3.29350 2.77336
H 0.42364 -3.03071 0.14148
H 2.12878 -4.39381 0.26273
H 1.83424 -4.38280 1.99955
H 4.12276 -3.91025 1.74060
H 3.36477 -2.38245 2.17976
H 4.04132 -3.16833 -0.54700
H 5.74192 -1.74497 -0.60702
H 5.94950 -2.57699 0.92892
C -4.12719 1.86289 2.96757
O -5.07017 1.30722 2.07606
C -4.89351 1.50501 0.72808
C -5.81034 0.86412 -0.10242
C -5.74353 1.04788 -1.46686
C -4.73973 1.82276 -2.03532
C -3.83746 2.47446 -1.21018
C -3.91471 2.32834 0.16668
N -4.83775 2.03427 -3.45949
N -3.86255 1.99507 -4.21418
C -2.57337 1.58182 -3.76860
C -1.51027 2.36034 -4.15858
C -0.21910 2.13534 -3.69641
C 0.09221 1.08186 -2.82154
O 1.24237 0.92975 -2.30040
C -1.01250 0.13105 -2.56695
N -0.72717 -1.02362 -1.89875
C -1.68513 -1.89290 -1.69135
C -3.00363 -1.72693 -2.14588
C -3.31026 -0.58494 -2.82108
C -2.32088 0.39852 -3.03851
H -4.37955 1.48043 3.95633
H -4.18545 2.95719 2.97765
H -3.10985 1.55917 2.70707
H -6.58256 0.25565 0.34362
H -6.47588 0.59189 -2.11593
H -3.07295 3.11240 -1.63270
H -3.21817 2.87117 0.78617
H -1.71693 3.20077 -4.80987
H 0.58703 2.79769 -3.97792
H -1.41750 -2.80304 -1.15650
H -3.74451 -2.49488 -1.97236
H -4.30978 -0.43457 -3.21281
```

The multiplicity is 1. The total energy comes out at -42725.4420 eV. Its HOMO-LUMO gap is 6.264 eV. The calculation puts the energy above the lowest of the compared OMol25 structures with the same formula, charge and spin at 19.1 kcal per mole. As for the LUMO energy: -0.1 eV. Its net charge is 0.